[1]
The following is a quantum chemistry calculation of a molecular structure, C23H44N2O7P2Sr, from OMol25.

XYZ file:
```
79
Properties=species:S:1:pos:R:3
Sr -0.046 0.868 -1.745
C -0.655 -1.537 0.019
C -1.000 -1.545 -1.384
C 0.121 -2.209 -2.043
C 1.056 -2.508 -1.059
C 0.586 -2.114 0.207
C 1.386 -2.247 1.483
C 0.577 -1.724 2.669
C 1.735 -3.720 1.734
C 2.686 -1.436 1.378
C 0.458 -2.394 -3.528
C -0.346 -3.542 -4.162
C 1.941 -2.753 -3.706
C 0.271 -1.094 -4.325
C -2.510 -1.613 -1.702
C -2.950 -1.075 -3.068
C -2.985 -3.071 -1.582
C -3.297 -0.790 -0.665
H -1.282 -1.153 0.811
H 2.036 -2.921 -1.246
H -0.358 -2.276 2.787
H 0.331 -0.678 2.489
H 1.148 -1.803 3.599
H 0.828 -4.310 1.884
H 2.370 -3.826 2.618
H 2.266 -4.140 0.879
H 2.479 -0.411 1.059
H 3.361 -1.873 0.642
H 3.207 -1.407 2.340
H -0.243 -4.444 -3.556
H 0.025 -3.760 -5.167
H -1.407 -3.317 -4.245
H 2.162 -3.750 -3.321
H 2.586 -2.035 -3.199
H 2.190 -2.746 -4.769
H -0.725 -0.667 -4.250
H 0.461 -1.263 -5.388
H 1.008 -0.344 -4.013
H -2.493 -1.601 -3.897
H -2.736 -0.005 -3.188
H -4.033 -1.184 -3.173
H -2.523 -3.694 -2.344
H -4.072 -3.142 -1.689
H -2.702 -3.471 -0.607
H -2.890 0.222 -0.535
H -3.298 -1.267 0.314
H -4.336 -0.678 -0.982
O 2.960 3.387 -3.931
P 1.912 2.721 -2.946
O 2.432 1.508 -2.264
O 0.571 2.458 -3.611
O 1.596 3.925 -1.901
P 0.384 3.898 -0.776
O -0.883 3.780 -1.777
O 0.405 5.100 0.076
O 0.506 2.557 -0.108
H 2.732 4.293 -4.181
H -0.500 3.399 -2.610
C -0.635 2.193 5.234
C -1.051 1.478 3.919
N -0.526 2.188 2.769
C -1.036 3.549 2.733
C -0.568 4.322 3.993
N 0.223 3.359 4.840
C 1.434 2.878 4.089
C 0.928 2.213 2.787
H -0.038 1.563 5.893
H -1.478 2.593 5.795
H -2.138 1.440 3.846
H -0.679 0.454 3.919
H -2.124 3.523 2.684
H -0.658 4.051 1.841
H -1.388 4.683 4.613
H 0.093 5.153 3.752
H 0.531 3.840 5.681
H 1.974 2.203 4.753
H 2.048 3.757 3.898
H 1.321 1.204 2.693
H 1.264 2.777 1.922
```

largest force on an atom	1.3	eV/Å
relative energy (zero: lowest compared OMol25 entry of this formula, charge and spin)	3.4	kcal per mole
HOMO energy	-0.24005	Ha

[2]
The following is a quantum chemistry calculation of 6 unconnected molecules or ions with the total composition C23H45B3I2O13S5, from OMol25.

XYZ file:
```
91
Properties=species:S:1:pos:R:3
C 0.796 1.760 -4.819
C 1.519 0.498 -4.449
I 0.304 -1.221 -4.551
C 2.799 0.386 -4.028
I 3.894 2.150 -3.682
B 3.639 -0.891 -3.721
O 4.620 -0.863 -2.721
B 5.867 -1.212 -3.219
O 5.935 -2.291 -4.100
B 4.815 -2.568 -4.863
O 3.576 -2.051 -4.486
H 0.438 2.291 -3.932
H -0.083 1.544 -5.433
H 1.466 2.402 -5.406
H 6.847 -0.584 -2.988
H 4.893 -3.224 -5.849
C -1.688 -0.036 -0.126
C -3.147 0.371 -0.367
C -3.175 1.885 -0.594
S -1.575 2.302 -1.292
O -0.855 3.149 -0.371
O -1.728 2.716 -2.669
C -0.876 0.655 -1.219
H -1.554 -1.114 -0.152
H -1.371 0.312 0.857
H -3.534 -0.142 -1.250
H -3.784 0.101 0.472
H -3.952 2.192 -1.289
H -3.278 2.435 0.339
H 0.189 0.726 -1.002
H -1.023 0.181 -2.193
C 1.832 4.282 0.562
C 2.170 5.778 0.633
C 3.416 5.928 1.517
S 4.334 4.389 1.345
O 4.352 3.715 2.619
O 5.563 4.629 0.631
C 3.152 3.574 0.277
H 1.090 4.067 -0.204
H 1.428 3.945 1.519
H 2.382 6.152 -0.370
H 1.339 6.359 1.031
H 4.062 6.746 1.209
H 3.161 6.033 2.570
H 3.143 2.511 0.507
H 3.478 3.732 -0.751
C 2.845 -0.615 2.965
C 2.556 -1.828 3.862
C 1.052 -1.821 4.171
S 0.265 -1.010 2.771
O -0.345 0.218 3.228
O -0.519 -1.974 2.036
C 1.765 -0.623 1.888
H 3.841 -0.664 2.526
H 2.781 0.306 3.550
H 2.815 -2.742 3.328
H 3.141 -1.800 4.780
H 0.632 -2.819 4.266
H 0.815 -1.232 5.056
H 1.640 0.336 1.387
H 1.917 -1.428 1.168
C 1.672 -5.059 -2.516
C 0.452 -5.381 -1.641
C 0.954 -5.571 -0.203
S 2.434 -4.562 -0.062
O 3.573 -5.411 0.170
O 2.167 -3.446 0.817
C 2.456 -3.996 -1.756
H 1.383 -4.702 -3.503
H 2.286 -5.953 -2.646
H -0.251 -4.547 -1.677
H -0.074 -6.269 -1.989
H 0.240 -5.233 0.545
H 1.247 -6.600 0.000
H 3.491 -3.885 -2.071
H 1.947 -3.031 -1.787
C -8.566 0.802 3.318
C -7.302 0.001 3.659
C -6.740 -0.548 2.341
S -7.247 0.612 1.061
O -8.149 -0.054 0.158
O -6.095 1.315 0.553
C -8.193 1.689 2.135
H -8.909 1.396 4.164
H -9.373 0.124 3.033
H -6.567 0.658 4.128
H -7.511 -0.808 4.358
H -5.654 -0.611 2.337
H -7.167 -1.515 2.083
H -9.044 2.076 1.579
H -7.537 2.506 2.435
```

structure (SMILES)	C/C(I)=C(\I)B1OBOBO1.O=S1(=O)CCCC1.O=S1(=O)CCCC1.O=S1(=O)CCCC1.O=S1(=O)CCCC1.O=S1(=O)CCCC1
largest force on an atom	1.2	eV/Å
HOMO energy	-0.33549	Ha

[3]
The following is a quantum chemistry calculation of a molecular structure, C23H45ClFGaNO4PS, from OMol25.

XYZ file:
```
78
Properties=species:S:1:pos:R:3
C -3.506 3.304 5.544
C -4.062 1.887 5.668
C -4.498 1.727 7.149
C -5.333 1.712 4.805
C -3.035 0.770 5.433
C -2.095 0.833 4.190
C -2.711 1.471 2.938
C -0.800 1.548 4.548
C -1.775 -0.641 3.844
C -0.558 -1.260 4.111
C -0.355 -2.596 3.765
C -1.355 -3.338 3.156
O -1.088 -4.645 2.801
C -1.054 -4.799 1.387
C 0.007 -3.957 0.724
O -0.626 -2.846 0.122
C 0.303 -1.881 -0.413
C 0.243 -0.580 0.371
Ga 0.546 1.081 -0.719
F 2.124 1.830 -0.243
S -1.015 2.739 -0.392
P 0.495 0.789 -3.089
O -0.810 -0.224 -3.342
Cl 2.142 -0.466 -3.550
C -2.586 -2.744 2.912
C -2.784 -1.413 3.252
H -2.538 3.415 6.017
H -4.185 3.966 6.080
H -3.505 3.653 4.518
H -5.456 2.191 7.342
H -4.541 0.665 7.381
H -3.741 2.147 7.804
H -5.354 2.392 3.960
H -6.230 1.819 5.401
H -5.336 0.701 4.409
H -2.385 0.764 6.307
H -3.549 -0.187 5.439
H -2.167 1.097 2.074
H -3.748 1.209 2.782
H -2.568 2.544 2.919
H -0.950 2.596 4.781
H -0.358 1.074 5.419
H -0.064 1.479 3.752
H 0.245 -0.724 4.582
H 0.591 -3.074 3.963
H -2.010 -4.527 0.945
H -0.893 -5.853 1.197
H 0.499 -4.534 -0.063
H 0.753 -3.625 1.445
H 1.303 -2.311 -0.360
H 0.048 -1.765 -1.463
H 0.945 -0.654 1.197
H -0.743 -0.528 0.831
H -2.121 1.987 -0.344
H -1.590 0.139 -2.911
H -3.357 -3.341 2.453
H -3.754 -0.991 3.049
C 4.999 1.240 -6.056
N 4.296 0.509 -7.164
C 2.889 1.007 -7.198
C 4.274 -0.948 -6.854
C 4.902 0.774 -8.521
C 6.322 0.309 -8.755
O 7.216 0.985 -7.883
H 4.351 1.205 -5.180
H 5.933 0.745 -5.832
H 5.165 2.267 -6.364
H 2.462 0.801 -6.224
H 2.340 0.481 -7.976
H 2.894 2.076 -7.391
H 5.294 -1.311 -6.768
H 3.751 -1.468 -7.653
H 3.753 -1.086 -5.908
H 4.836 1.852 -8.667
H 4.250 0.274 -9.236
H 6.572 0.554 -9.791
H 6.410 -0.774 -8.635
H 8.032 0.482 -7.825
```

largest force on an atom	1.4	eV/Å
HOMO energy	-0.23803	Ha

[4]
The following is a quantum chemistry calculation of a molecular structure, C23H45F4N7OPRhS, from OMol25.

XYZ file:
```
83
Properties=species:S:1:pos:R:3
Rh -0.393 0.076 -0.801
C 1.209 0.723 1.590
C 1.041 -0.759 1.916
N -0.147 -1.381 1.282
C -0.029 -2.863 1.154
C 0.922 -3.394 0.093
C -1.376 -1.072 2.045
C -2.582 -1.128 1.126
N -2.175 -0.292 0.037
C -2.847 0.677 -0.577
C -1.869 1.313 -1.378
F 0.767 1.091 -1.901
C -2.201 2.388 -2.138
F -1.310 3.041 -2.859
C -3.531 2.829 -2.149
C -4.492 2.194 -1.365
F -5.733 2.625 -1.396
C -4.179 1.124 -0.553
F -5.089 0.555 0.205
H 2.163 1.087 1.967
H 0.426 1.340 2.034
H 1.235 0.882 0.505
H 0.954 -0.889 3.000
H 1.915 -1.308 1.589
H -1.027 -3.253 0.954
H 0.273 -3.249 2.133
H 0.778 -2.885 -0.853
H 0.727 -4.457 -0.056
H 1.966 -3.283 0.373
H -1.300 -0.064 2.451
H -1.487 -1.770 2.878
H -3.489 -0.769 1.607
H -2.768 -2.144 0.770
H -3.817 3.677 -2.761
C 4.594 -1.014 0.789
N 4.816 -0.964 -0.649
C 6.156 -0.564 -1.047
P 3.565 -1.073 -1.728
O 2.237 -0.907 -1.076
N 3.847 0.053 -2.914
C 3.695 1.464 -2.582
C 4.541 -0.210 -4.166
N 3.730 -2.523 -2.503
C 2.698 -2.932 -3.440
C 4.808 -3.478 -2.300
H 4.847 -0.057 1.258
H 5.214 -1.788 1.253
H 3.552 -1.238 0.980
H 6.415 0.411 -0.624
H 6.237 -0.508 -2.131
H 6.895 -1.285 -0.686
H 3.072 1.577 -1.698
H 3.214 1.997 -3.408
H 4.665 1.941 -2.396
H 4.759 -1.271 -4.271
H 5.481 0.349 -4.220
H 3.928 0.104 -5.019
H 1.944 -2.151 -3.525
H 2.208 -3.855 -3.106
H 3.123 -3.123 -4.432
H 5.472 -3.137 -1.510
H 5.390 -3.616 -3.217
H 4.404 -4.453 -2.014
C -0.368 2.337 -6.002
C -0.257 0.828 -5.855
N -0.356 0.331 -4.467
C -1.262 -0.476 -3.960
S -0.809 -1.501 -2.588
N -2.453 -0.693 -4.484
C -3.205 0.116 -5.461
C -4.644 0.262 -4.992
H -0.268 2.601 -7.055
H 0.417 2.845 -5.443
H -1.332 2.711 -5.650
H 0.718 0.506 -6.217
H -1.007 0.321 -6.455
H 0.440 0.522 -3.859
H -2.982 -1.431 -4.043
H -3.174 -0.365 -6.439
H -2.732 1.091 -5.538
H -5.131 -0.712 -4.900
H -5.206 0.848 -5.719
H -4.690 0.772 -4.027
```

largest force on an atom	3.0	eV/Å
relative energy (zero: lowest compared OMol25 entry of this formula, charge and spin)	87.8	kcal per mole
HOMO energy (alpha / beta)	-0.47882 / -0.47883	Ha
total charge	+2

[5]
The following is a quantum chemistry calculation of 8 unconnected molecules or ions with the total composition C23H46Br14N, from OMol25.

XYZ file:
```
84
Properties=species:S:1:pos:R:3
C 1.680 -1.741 2.617
C 2.710 -0.642 2.320
C 2.554 -0.090 0.897
C 4.152 -1.127 2.501
C 4.436 -1.838 3.835
C 4.640 -0.960 5.063
C 3.602 -0.013 5.462
N 4.092 1.038 6.001
C 5.557 1.119 5.936
C 5.970 -0.194 5.223
H 1.047 -1.401 3.432
H 2.116 -2.687 2.922
H 1.033 -1.896 1.763
H 2.475 0.217 2.966
H 1.552 0.304 0.755
H 2.761 -0.873 0.172
H 3.257 0.730 0.752
H 4.847 -0.293 2.367
H 4.358 -1.861 1.724
H 3.660 -2.568 4.046
H 5.351 -2.417 3.720
H 4.597 -1.679 5.901
H 2.530 -0.153 5.421
H 3.529 1.766 6.420
H 5.786 1.944 5.264
H 6.044 1.391 6.867
H 6.300 0.103 4.233
H 6.703 -0.781 5.757
Br 3.652 -4.635 0.803
C 5.398 -4.295 0.015
C 6.469 -5.148 0.638
Br 6.962 -4.502 2.408
H 5.598 -3.235 0.138
H 5.292 -4.524 -1.042
H 7.382 -5.106 0.048
H 6.160 -6.181 0.759
Br -0.904 0.625 4.076
C -1.287 0.977 2.195
C -2.396 0.112 1.665
Br -1.810 -1.715 1.348
H -0.357 0.828 1.657
H -1.568 2.026 2.149
H -2.723 0.489 0.698
H -3.244 0.052 2.339
Br -4.298 2.903 -1.469
C -3.080 2.678 -2.970
C -2.314 1.387 -2.880
Br -0.887 1.486 -1.556
H -2.434 3.549 -2.981
H -3.712 2.681 -3.854
H -1.816 1.172 -3.823
H -2.941 0.546 -2.604
Br 3.843 5.778 0.763
C 4.101 5.614 2.678
C 4.381 4.187 3.071
Br 2.762 3.097 3.007
H 3.208 6.005 3.154
H 4.952 6.246 2.922
H 4.737 4.144 4.098
H 5.100 3.713 2.410
Br -6.231 0.291 2.601
C -6.553 0.666 0.719
C -7.652 -0.194 0.156
Br -7.047 -2.016 -0.149
H -5.610 0.517 0.203
H -6.828 1.717 0.675
H -7.961 0.181 -0.817
H -8.511 -0.253 0.815
Br -4.909 -0.586 -5.435
C -4.275 0.033 -7.166
C -3.516 1.324 -7.037
Br -4.708 2.831 -6.742
H -5.150 0.130 -7.805
H -3.629 -0.756 -7.544
H -2.975 1.552 -7.952
H -2.822 1.302 -6.203
Br -7.148 0.038 -10.352
C -7.303 -1.722 -9.540
C -8.538 -1.853 -8.688
Br -8.350 -0.889 -7.011
H -6.396 -1.876 -8.964
H -7.333 -2.429 -10.365
H -8.694 -2.895 -8.419
H -9.427 -1.465 -9.174
```

largest force on an atom	1.2	eV/Å
relative energy (zero: lowest compared OMol25 entry of this formula, charge and spin)	3.9	kcal per mole
HOMO energy	-0.41151	Ha
total charge	+1

[6]
The following is a quantum chemistry calculation of 3 unconnected molecules or ions with the total composition C23H47BN2O5, from OMol25.

XYZ file:
```
78
Properties=species:S:1:pos:R:3
C 2.359 -3.450 2.035
C 3.600 -3.522 1.163
O 3.638 -2.519 0.131
B 2.547 -2.457 -0.661
O 1.802 -3.569 -1.001
C 2.067 -1.020 -1.179
C 1.403 -1.149 -2.460
N 0.926 -1.268 -3.533
C 3.322 -0.093 -1.319
C 3.287 0.784 -2.467
N 3.260 1.469 -3.423
C 1.100 -0.442 -0.135
C 0.597 0.973 -0.490
C -0.899 0.959 -0.777
C -1.480 2.355 -0.912
C -2.803 2.334 -1.720
C -3.992 2.968 -0.977
C -5.044 1.941 -0.590
C -5.740 1.343 -1.803
C -6.454 0.016 -1.525
C -5.499 -1.186 -1.709
C -5.448 -2.198 -0.560
C -5.473 -1.600 0.838
O -4.737 -2.370 1.760
C -3.341 -2.107 1.721
H 1.973 -2.449 2.146
H 1.619 -4.142 1.663
H 2.638 -3.782 3.026
H 4.472 -3.375 1.780
H 3.704 -4.511 0.742
H 2.087 -3.930 -1.841
H 4.236 -0.662 -1.386
H 3.376 0.523 -0.433
H 0.255 -1.106 -0.032
H 1.651 -0.381 0.794
H 0.737 1.609 0.375
H 1.129 1.403 -1.326
H -1.408 0.409 0.008
H -1.038 0.389 -1.691
H -0.774 2.985 -1.435
H -1.685 2.756 0.070
H -2.683 2.836 -2.665
H -3.033 1.295 -1.910
H -3.642 3.441 -0.068
H -4.419 3.757 -1.585
H -5.801 2.406 0.030
H -4.525 1.152 -0.057
H -5.014 1.176 -2.587
H -6.453 2.052 -2.212
H -7.229 -0.066 -2.275
H -6.959 0.013 -0.568
H -5.845 -1.731 -2.578
H -4.504 -0.846 -1.961
H -4.506 -2.729 -0.648
H -6.210 -2.953 -0.670
H -5.168 -0.558 0.857
H -6.492 -1.624 1.206
H -3.012 -1.696 2.666
H -3.121 -1.391 0.938
H -2.820 -3.032 1.520
C 7.322 -1.664 4.065
C 6.233 -1.513 5.111
O 5.164 -2.433 4.893
H 6.913 -1.510 3.066
H 8.127 -0.946 4.229
H 7.747 -2.671 4.093
H 5.799 -0.516 5.068
H 6.643 -1.666 6.114
H 5.529 -3.320 4.943
C 4.103 5.294 -1.627
C 3.025 4.596 -0.818
O 1.901 4.259 -1.624
H 3.705 6.199 -2.085
H 4.954 5.563 -0.998
H 4.458 4.647 -2.432
H 2.659 5.247 -0.026
H 3.426 3.686 -0.355
H 2.213 3.674 -2.322
```

structure (SMILES)	CCOB(O)[C@](C#N)(CC#N)CCCCCCCCCCCCOC.CCO.CCO
largest force on an atom	4.1	eV/Å
HOMO energy	-0.34867	Ha

Question: Look up the largest force on an atom of the fifth one.
Answer: 1.2 eV/Å